DFT (ωB97M-V with the def2-TZVPD basis set) results for a structure of composition C31H42N8O8Pt.

Computed properties:
- highest occupied orbital energy (eV) = -7.679
- 2S+1 = 1
- total charge = 0
- orbital gap (eV) = 7.395

Positions of all 90 atoms, in Å:
1 C -3.438 -4.268 3.267
2 H -0.261 -2.813 -2.024
3 H -2.558 2.500 2.259
4 C -3.143 -6.720 3.731
5 H -3.996 -7.068 3.144
6 H 3.856 0.090 1.806
7 H 2.026 -1.318 6.094
8 N 1.287 -1.211 5.418
9 C 0.428 -2.242 -2.632
10 C 1.775 -1.904 -4.569
11 H -2.310 -4.849 1.519
12 C 1.495 3.268 -3.914
13 C 0.269 -2.066 5.520
14 H 1.766 2.939 -2.910
15 H 2.195 -2.240 -5.508
16 N 2.807 1.492 -5.088
17 C 1.594 -0.248 -2.864
18 O -1.390 0.681 0.802
19 C -3.668 -3.747 6.005
20 C 4.938 2.710 -4.719
21 H 0.822 -2.710 7.385
22 H -6.109 1.501 4.431
23 C 2.103 -0.647 -4.089
24 C 1.501 2.133 -4.926
25 H -0.745 -1.609 3.740
26 H 3.550 -0.793 4.026
27 C 0.922 -2.708 -3.833
28 H 4.510 3.281 -3.894
29 H -3.857 -1.687 5.451
30 N 0.770 -1.037 -2.155
31 H 2.183 4.060 -4.215
32 C -2.917 0.421 2.560
33 H -3.015 -2.087 1.964
34 O -1.914 -0.252 -1.744
35 H 1.845 0.694 -2.385
36 H -0.595 -3.437 6.751
37 C -4.942 -0.142 3.731
38 H -3.022 -7.395 4.578
39 N -3.540 -1.906 2.806
40 C 1.517 -0.218 4.362
41 C -3.734 -2.701 5.097
42 H -3.781 -3.541 7.062
43 O 4.144 -0.330 -5.196
44 O -2.635 -1.891 -0.452
45 H 1.016 1.228 1.887
46 C -5.208 1.204 3.910
47 N -2.841 -1.113 -1.389
48 H 0.634 -3.689 -4.182
49 C 2.982 0.428 2.371
50 N -0.680 -2.165 4.621
51 H -1.471 -2.766 4.820
52 C -3.225 1.770 2.700
53 C -3.459 -5.043 5.564
54 O 1.772 1.840 -0.748
55 C 3.863 2.291 -5.711
56 H 0.764 1.377 -4.663
57 H -2.262 -6.808 3.093
58 O 3.307 2.587 0.729
59 H -3.633 -3.749 1.159
60 H 4.307 1.704 -6.516
61 H -5.646 -0.887 4.078
62 H 2.401 -1.596 2.979
63 H 3.298 1.356 2.847
64 O -0.910 -0.859 2.331
65 Pt -0.221 -0.207 -0.610
66 H -3.967 -5.427 1.541
67 C 3.099 0.198 -4.838
68 C 1.886 0.798 1.383
69 H 5.688 3.327 -5.216
70 H -3.404 -5.861 6.271
71 H 1.000 -1.062 1.325
72 H -4.578 3.220 3.511
73 H 0.592 -0.062 3.812
74 C -4.354 2.169 3.392
75 C -3.332 -4.577 1.797
76 C -3.347 -5.306 4.200
77 C -3.789 -0.553 3.063
78 C 2.386 1.864 0.345
79 H 1.759 0.724 4.858
80 C 2.647 -0.628 3.428
81 H 0.494 3.700 -3.864
82 C -1.648 0.038 1.858
83 C -3.609 -2.946 3.723
84 N 1.384 -0.395 0.657
85 H 2.166 -0.815 0.159
86 O -3.861 -1.089 -2.038
87 H 3.382 3.164 -6.153
88 H 5.434 1.831 -4.310
89 N 0.239 -2.895 6.590
90 H 1.209 2.515 -5.909

Atom charges from the Löwdin analysis, given in e for atoms 1 to 4: number 1, C, carries -0.158; number 2, H, carries 0.115; number 3, H, carries 0.123; number 4, C, carries -0.047